ORCA calculation (ωB97M-V with the def2-TZVPD basis set) on a molecular structure, C36H90N6Na3O16P in a non-equilibrium geometry.

- strongest force on any atom (eV Å⁻¹) = 2.8
- energy relative to the best compared isomer or geometry (same formula, charge and spin) (kcal/mol) = 71.3
- net charge = 0

```
152
C36H90N6Na3O16P, DFT ωB97M-V with the def2-TZVPD basis set
Na -1.38743 1.16662 -2.81877
Na -2.30678 -1.32034 0.42630
Na 2.32749 0.26575 -0.15310
P -0.37902 -0.07169 -0.83325
O -1.55862 0.79953 -0.30847
O -1.18472 -1.07107 -1.72614
O 0.29689 -0.77745 0.40141
O 0.59593 0.80965 -1.64524
C 7.41276 3.83420 1.35017
O 6.20714 3.14510 1.54048
C 5.10840 3.96774 1.87906
C 3.84378 3.14336 1.79261
N 3.59012 2.63334 0.43784
C 3.18697 3.62582 -0.57362
C 1.74520 4.07345 -0.37573
O 1.49211 5.16675 -1.21664
C 0.11761 5.40371 -1.41248
H 7.31024 4.79715 0.84123
H 8.02636 3.19737 0.70785
H 8.01088 3.99429 2.25348
H 5.06980 4.86696 1.25219
H 5.24876 4.32086 2.91118
H 2.97894 3.64340 2.22580
H 3.99156 2.29618 2.46985
H 4.47288 2.22596 0.14406
H 3.23132 3.07296 -1.51529
H 3.94439 4.41514 -0.58691
H 1.53883 4.32025 0.67654
H 1.08591 3.20776 -0.53241
H -0.33132 6.04886 -0.64941
H -0.49040 4.49347 -1.41791
H 0.00898 5.90137 -2.37572
C 2.37469 -3.46400 -6.16067
O 2.24550 -2.93448 -4.87582
C 1.15143 -3.53487 -4.19752
C 1.11327 -3.14330 -2.73244
N 2.02406 -3.98891 -1.96458
C 1.81427 -3.78946 -0.53627
C 2.75961 -4.56707 0.36713
O 4.06978 -4.11473 0.10725
C 5.04732 -4.85135 0.82378
H 2.48027 -4.56027 -6.14257
H 3.27832 -3.11556 -6.66545
H 1.51629 -3.23819 -6.81075
H 1.20900 -4.62509 -4.26478
H 0.19398 -3.23209 -4.64577
H 0.10687 -3.33198 -2.37041
H 1.36149 -2.08459 -2.60025
H 3.00950 -3.87291 -2.16395
H 0.82256 -4.18440 -0.28096
H 1.83859 -2.72018 -0.27985
H 2.56437 -5.64341 0.29821
H 2.49019 -4.26684 1.39386
H 5.15295 -5.86065 0.41333
H 4.77060 -4.90348 1.88017
H 6.01082 -4.36234 0.69236
C 1.87247 4.43159 -7.70490
O 1.94138 3.55913 -6.58690
C 1.22474 4.06228 -5.48231
C 1.51360 3.19074 -4.26509
N 0.60127 2.06198 -4.10315
C 0.72520 1.06328 -5.16725
C -0.24502 -0.11405 -5.01636
O -1.60786 0.24233 -5.20932
C -2.47423 -0.88059 -5.13565
H 2.47622 5.31715 -7.48835
H 0.83019 4.64919 -7.94795
H 2.32515 3.92573 -8.55668
H 0.15022 4.17533 -5.67280
H 1.55719 5.08433 -5.23843
H 1.37383 3.81495 -3.37794
H 2.57711 2.91627 -4.27826
H 0.71809 1.74731 -3.13670
H 1.77740 0.75417 -5.23016
H 0.54550 1.50786 -6.14960
H -0.12492 -0.45552 -3.98423
H 0.05258 -0.94492 -5.66204
H -3.50078 -0.55778 -5.30917
H -2.50787 -1.26631 -4.10795
H -2.12437 -1.62454 -5.85300
C -4.73330 -3.40427 2.18171
O -3.42773 -2.94999 1.92655
C -2.44044 -3.74770 2.55760
C -1.03353 -3.23515 2.29042
N -0.90597 -1.79473 2.51035
C -0.60032 -1.44878 3.88035
C -1.83146 -1.15672 4.76400
O -2.31687 0.15991 4.58505
C -2.98635 0.36516 3.35330
H -4.90045 -4.37250 1.70426
H -5.45980 -2.73790 1.71527
H -4.91683 -3.37819 3.25923
H -2.45864 -4.72260 2.04666
H -2.67760 -3.84617 3.62113
H -0.77444 -3.45387 1.24890
H -0.32654 -3.84270 2.87246
H -0.32612 -1.33900 1.79606
H 0.02405 -0.55000 3.92050
H 0.11288 -2.16215 4.32366
H -1.46133 -1.17649 5.79319
H -2.63750 -1.89314 4.70623
H -2.35359 0.40856 2.46642
H -3.47199 1.34319 3.45314
H -3.82613 -0.33382 3.26149
C -0.48751 1.41995 7.01090
O 0.37277 2.14128 7.84241
C 0.00661 3.47701 8.05308
C -0.00383 4.33158 6.79123
N 1.28239 4.12205 6.09315
C 1.30586 4.71224 4.75637
C 0.52073 3.94698 3.72064
O 0.98505 2.61068 3.65596
C 0.43752 1.93241 2.53619
H -0.40903 1.66266 5.94313
H -1.55128 1.59692 7.23108
H -0.34132 0.34610 7.10550
H 0.68876 3.92893 8.77717
H -0.96083 3.49197 8.57717
H -0.15803 5.38611 7.01727
H -0.86176 3.97645 6.20113
H 1.26742 3.11174 5.96263
H 2.35505 4.81291 4.45377
H 0.97265 5.75369 4.79084
H 0.61953 4.40260 2.72996
H -0.53433 3.99936 4.01548
H 0.77795 2.42246 1.61947
H -0.63961 1.79510 2.62725
H 0.90300 0.94536 2.52162
C -5.79468 -6.12348 -0.77666
O -4.80962 -5.54990 -1.60295
C -3.52414 -5.42850 -1.04644
C -2.66147 -4.36417 -1.69275
N -2.96124 -2.99124 -1.24577
C -4.20850 -2.54208 -1.88949
C -4.59209 -1.10865 -1.55424
O -4.89547 -0.91491 -0.18326
C -4.95358 0.46179 0.14767
H -5.50580 -7.17368 -0.61415
H -6.76718 -6.09767 -1.26027
H -5.82279 -5.59786 0.18421
H -2.99681 -6.39164 -1.12356
H -3.57564 -5.25744 0.03745
H -2.73773 -4.41970 -2.78369
H -1.68004 -4.57386 -1.25937
H -2.23408 -2.29609 -1.44761
H -4.97896 -3.25653 -1.61011
H -4.14471 -2.54932 -2.99026
H -5.50831 -0.84659 -2.10950
H -3.84498 -0.40992 -1.95264
H -5.88991 0.92075 -0.19124
H -4.14824 1.03268 -0.32359
H -4.86965 0.55431 1.22802
```

ORCA calculation (ωB97M-V with the def2-TZVPD basis set) on a molecular structure, C37H16AsF9N4OSW.

- expectation value of S² = 2.06
- 2S+1 = 3
- strongest force on any atom (eV Å⁻¹) = 0.5
- energy relative to the best compared isomer or geometry (same formula, charge and spin) (kcal/mol) = 137.7
- net charge = 0

```
70
C37H16AsF9N4OSW, DFT ωB97M-V with the def2-TZVPD basis set
W 0.32548 0.40868 0.55812
S 1.79300 1.84770 -0.92736
C 1.08349 3.47427 -1.02519
C 1.21480 4.51796 -1.81427
C 0.96375 5.86523 -1.20038
C -0.70172 6.01978 0.26335
C -1.41878 4.72597 0.48097
C -0.77658 3.57189 0.61534
As -1.63939 1.89245 0.91278
C -2.04327 1.88452 2.79171
C -3.06937 1.10142 3.30598
C -3.23910 1.02541 4.68106
C -2.37741 1.71014 5.52743
C -1.34774 2.48162 5.00757
C -1.17524 2.57452 3.63339
C -3.28531 1.87675 -0.05025
C -4.37744 2.57494 0.45724
C -5.54833 2.63584 -0.28473
C -5.62538 2.00329 -1.51737
C -4.53627 1.30162 -2.01477
C -3.36167 1.23533 -1.27887
H 1.63837 4.45805 -2.80803
H 1.68644 6.57056 -1.61033
H -1.17774 6.80078 0.85865
H -2.50074 4.77347 0.55136
H -3.73714 0.55318 2.65147
H -4.03987 0.42342 5.09002
H -2.51014 1.64030 6.59935
H -0.67125 3.01798 5.65992
H -0.36504 3.18670 3.25568
H -4.32685 3.05666 1.42651
H -6.40234 3.17658 0.10103
H -6.54078 2.05554 -2.09188
H -4.60034 0.80541 -2.97379
H -2.51048 0.68704 -1.66242
F 4.21081 -1.75473 5.40568
C 3.16961 -1.48091 4.62845
C 3.36474 -1.14095 3.29836
F 4.58010 -1.08263 2.77458
C 2.24714 -0.86378 2.54565
F 2.37214 -0.49290 1.22208
C 0.95077 -0.90791 3.02112
O -0.07604 -0.58525 2.19848
C 0.77984 -1.24675 4.35544
F -0.43689 -1.30336 4.88472
C 1.88299 -1.53034 5.14712
F 1.70727 -1.85445 6.42210
F -1.33340 5.85394 -2.13090
C -0.48117 6.40983 -1.21285
C -0.52516 7.90942 -1.35913
F -1.43063 8.31939 -2.22999
C 0.17652 8.83091 -0.62377
C 1.13424 8.42020 0.42531
C 1.45245 7.19853 0.86246
F 2.42665 7.12522 1.76264
C 0.88700 5.89256 0.39545
C 1.40619 4.68182 1.07705
C 0.72635 3.50817 0.43715
N 1.31403 2.12836 0.74979
C 1.57613 4.55115 2.45796
N 1.68415 4.33655 3.59661
F 1.83112 9.45248 0.93654
C -0.02931 10.22638 -0.85281
C 0.21756 11.22346 0.12984
N 0.33751 12.05657 0.91643
C -0.50447 10.73956 -2.09036
N -0.84044 11.17152 -3.10425
C -0.30698 -0.56057 -0.95782
H -0.29052 -0.34643 -2.02084
H -0.74597 -1.53309 -0.70302
```

ORCA calculation (ωB97M-V with the def2-TZVPD basis set) on a molecular structure, C21H16FMnN2O7 in a non-equilibrium geometry.

- expectation value of S² = 6.05
- 2S+1 = 5
- strongest force on any atom (eV Å⁻¹) = 4.1
- energy relative to the best compared isomer or geometry (same formula, charge and spin) (kcal/mol) = 16.9
- net charge = +2

```
48
C21H16FMnN2O7, DFT ωB97M-V with the def2-TZVPD basis set
Mn -0.05080 0.16000 0.04600
O 1.98880 0.02480 -3.49650
C 1.55670 0.08930 -2.27780
O 0.34660 0.15930 -1.97340
C 2.51330 0.05940 -1.16590
C 3.89850 0.01680 -1.22750
C 4.62100 -0.01070 -0.03790
C 3.94240 0.02030 1.17720
C 2.55260 0.06380 1.18240
N 1.83370 0.07150 0.01880
C 1.61180 0.10150 2.31670
O 1.95380 0.04370 3.57020
O 0.40530 0.17760 2.00250
H 1.28780 0.05140 -4.17650
H 4.38940 0.00470 -2.18970
H 5.69790 -0.04540 -0.06000
H 4.50000 0.01480 2.10170
H 2.90120 -0.02720 3.77650
C -7.24280 -0.98920 1.46520
C -6.88830 -1.14200 -0.01600
C -7.51690 -2.35810 -0.68740
C -7.00320 -3.64810 -0.06440
C -5.51140 -3.64440 -0.00400
C -4.82390 -4.83560 0.08280
C -3.43070 -4.85090 0.13760
F -2.80190 -6.01110 0.21930
C -2.69440 -3.68200 0.09870
C -3.36510 -2.46170 0.00620
C -2.60420 -1.22850 -0.01650
O -1.33340 -1.25460 0.03690
C -3.35970 -0.03070 -0.09520
C -4.73870 -0.08420 -0.14440
N -5.42740 -1.21870 -0.11370
C -4.78680 -2.42410 -0.04100
C -2.71160 1.34850 -0.10120
O -3.39320 2.33430 -0.19710
O -1.41910 1.32400 0.00940
H -8.32190 -0.93060 1.58010
H -6.80860 -0.07350 1.86140
H -6.87000 -1.82760 2.04800
H -7.21100 -0.24320 -0.54980
H -7.26430 -2.35190 -1.75010
H -8.60120 -2.29840 -0.60410
H -7.34180 -4.50710 -0.64440
H -7.40350 -3.78180 0.94520
H -5.36490 -5.77170 0.09980
H -1.61800 -3.70430 0.14810
H -5.28620 0.84870 -0.19900
```

ORCA calculation (ωB97M-V with the def2-TZVPD basis set) on a molecular structure, C6H16N3 in a non-equilibrium geometry.

- strongest force on any atom (eV Å⁻¹) = 3.4
- energy relative to the best compared isomer or geometry (same formula, charge and spin) (kcal/mol) = 74.4
- net charge = +1

```
25
C6H16N3, DFT ωB97M-V with the def2-TZVPD basis set
C 1.36466 -0.51531 -1.07083
C -2.45569 -0.17280 0.85102
C -1.35378 -2.34592 1.11624
C -0.09514 -0.34109 2.00973
C 1.67291 2.58740 -1.33025
C -1.22242 -0.85854 1.39485
N 1.44838 -0.47551 -2.42538
N 0.95382 0.39362 -0.28869
N 0.77253 1.69182 -0.59331
H 1.50282 -1.37772 -0.54494
H -2.83220 -0.75659 -0.06046
H -3.28088 -0.41348 1.52165
H -2.33738 0.95320 0.91826
H -0.83982 -2.88939 1.99487
H -0.92447 -2.53355 0.05826
H -2.44056 -2.57446 1.22027
H 0.73719 -1.03361 2.30938
H 0.26032 0.08628 0.76853
H -0.11425 0.63778 2.33839
H 2.01363 2.17352 -2.39033
H 1.07914 3.53935 -1.20151
H 2.56902 2.83799 -0.77772
H 1.88538 -1.22382 -2.97666
H 0.31154 2.15727 0.14114
H 1.32524 0.45354 -2.98252
```

Calculated M (g mol⁻¹), listed in the same order as above: 963.1 994.4 482.3 130.2
Calculated electronic energy (Ha), listed in the same order as above: -3786.32082 -5313.30691 -2696.48814 -402.09726